{
  "formula": "C36H46BrIN4O4Pb",
  "method": "the ωB97M-V functional and the def2-TZVPD basis",
  "symbols": ["Pb", "C", "C", "C", "N", "C", "C", "C", "C", "C", "C", "C", "N", "C", "C", "C", "N", "C", "C", "C", "C", "C", "C", "C", "N", "C", "C", "H", "H", "H", "H", "H", "H", "H", "H", "H", "H", "H", "H", "H", "H", "H", "H", "H", "H", "H", "H", "H", "H", "H", "H", "H", "H", "C", "C", "O", "C", "C", "O", "C", "C", "O", "C", "C", "O", "H", "H", "H", "H", "H", "H", "H", "H", "H", "H", "H", "H", "H", "H", "H", "H", "Br", "C", "C", "C", "C", "C", "C", "I", "H", "H", "H", "H"],
  "coordinates": [[-0.3047, -0.0738, 0.0158], [0.5220, 1.8120, 3.7079], [1.6304, 1.3332, 2.7629], [1.9504, 2.1914, 1.5370], [1.1368, 1.9281, 0.3624], [1.2885, 2.7135, -0.6771], [2.2628, 3.7532, -0.7101], [2.4616, 4.8210, -1.5592], [1.7444, 5.2381, -2.6726], [0.7003, 4.5277, -3.2380], [0.2001, 3.2783, -2.9215], [0.5231, 2.3484, -1.9056], [0.1433, 1.0876, -1.9651], [-0.3167, 0.5157, -3.2196], [-1.8331, 0.4250, -3.4093], [-2.4833, -0.5774, -2.4546], [-2.4433, -0.0886, -1.0935], [-3.4512, 0.5153, -0.5371], [-4.6922, 0.7621, -1.1980], [-5.9400, 1.0510, -0.6965], [-6.3645, 1.2360, 0.6175], [-5.5237, 1.3340, 1.7099], [-4.1404, 1.3245, 1.7841], [-3.1500, 1.1078, 0.7998], [-1.8753, 1.3714, 0.9874], [-1.4448, 2.2094, 2.0924], [-0.8980, 1.4229, 3.2951], [0.5943, 2.8975, 3.8402], [0.7168, 1.3773, 4.6930], [1.4219, 0.3040, 2.4562], [2.5555, 1.2833, 3.3450], [3.0043, 2.0114, 1.2793], [1.8852, 3.2516, 1.8208], [2.9912, 3.6983, 0.0861], [3.3066, 5.4466, -1.2864], [2.0289, 6.1737, -3.1355], [0.2204, 4.9953, -4.0927], [-0.5832, 2.9367, -3.5860], [0.0854, -0.5049, -3.2677], [0.1313, 1.0540, -4.0610], [-2.0218, 0.1073, -4.4397], [-2.2986, 1.4064, -3.2791], [-1.9110, -1.5105, -2.4855], [-3.4979, -0.8220, -2.7843], [-4.6468, 0.6671, -2.2747], [-6.7183, 1.1207, -1.4511], [-7.4265, 1.3551, 0.7863], [-6.0160, 1.4917, 2.6654], [-3.7431, 1.5117, 2.7751], [-2.2569, 2.8767, 2.3958], [-0.6546, 2.8503, 1.6986], [-0.8919, 0.3600, 3.0459], [-1.5648, 1.5364, 4.1554], [-2.3878, -2.0907, 3.0705], [-1.0647, -2.6705, 3.5413], [-0.0294, -1.9629, 2.9027], [1.2540, -2.5539, 2.9444], [1.3654, -3.8666, 2.1859], [1.0043, -3.6521, 0.8433], [0.2946, -4.7039, 0.2318], [-0.4005, -4.1563, -0.9965], [-1.2682, -3.0799, -0.7305], [-2.5950, -3.3855, -0.3455], [-2.8081, -3.4077, 1.1516], [-2.5234, -2.1268, 1.6658], [-2.4662, -1.0418, 3.3534], [-3.2110, -2.6301, 3.5596], [-1.0254, -3.7376, 3.3017], [-0.9899, -2.5781, 4.6341], [1.5858, -2.7071, 3.9806], [1.9185, -1.8262, 2.4761], [0.7320, -4.6431, 2.6301], [2.4011, -4.2217, 2.2665], [-0.4242, -5.1363, 0.9381], [0.9730, -5.5105, -0.0828], [-0.9304, -4.9700, -1.5089], [0.3603, -3.7697, -1.6783], [-2.9081, -4.3482, -0.7698], [-3.2261, -2.6020, -0.7688], [-2.1775, -4.1706, 1.6177], [-3.8560, -3.6751, 1.3528], [4.6606, 2.4297, -3.5042], [5.7637, 0.9744, -3.0188], [7.0697, 0.9585, -3.4962], [7.9181, -0.0814, -3.1637], [7.4665, -1.1123, -2.3513], [6.1674, -1.0987, -1.8768], [5.3034, -0.0566, -2.2053], [3.3603, -0.0860, -1.4659], [7.4107, 1.7672, -4.1275], [8.9323, -0.0839, -3.5402], [8.1252, -1.9288, -2.0864], [5.8119, -1.9005, -1.2443]],
  "relative_energy_kcal_mol": 0.8,
  "e_lumo_ha": 0.0159,
  "energy_ha": -4983.8220,
  "gap_ev": 6.93,
  "fmax_ev_per_a": 0.31,
  "homo_energy_ev": -6.499,
  "charge": 0
}

---

{
  "formula": "C36H46CoN2P2",
  "method": "the ωB97M-V functional and the def2-TZVPD basis",
  "symbols": ["Co", "C", "C", "C", "P", "C", "C", "C", "C", "C", "C", "C", "C", "C", "N", "C", "C", "C", "C", "C", "C", "P", "C", "C", "C", "C", "C", "C", "H", "H", "H", "H", "H", "H", "H", "H", "H", "H", "H", "H", "H", "H", "H", "H", "H", "H", "H", "H", "H", "H", "H", "H", "H", "H", "H", "H", "H", "H", "H", "H", "H", "H", "H", "H", "C", "C", "C", "C", "C", "C", "N", "C", "C", "C", "C", "C", "C", "H", "H", "H", "H", "H", "H", "H", "H", "H", "H"],
  "coordinates": [[0.0287, 0.4409, 0.1737], [1.1942, 0.5237, 4.5680], [0.7194, -0.7527, 3.8698], [-0.7709, -0.9804, 4.1071], [1.1033, -0.6870, 2.0712], [2.9425, -0.4535, 2.0043], [3.6030, -1.3204, 0.9341], [3.2254, 1.0304, 1.7487], [0.7242, -2.3402, 1.4332], [0.6393, -3.4937, 2.2080], [0.2934, -4.7062, 1.6377], [0.0153, -4.7594, 0.2775], [0.0976, -3.6247, -0.5102], [0.4694, -2.3965, 0.0473], [0.5332, -1.2060, -0.6918], [0.9718, -1.2168, -2.0233], [1.8838, -2.1580, -2.5172], [2.3184, -2.1005, -3.8288], [1.8620, -1.1094, -4.6886], [0.9782, -0.1601, -4.2085], [0.5373, -0.1902, -2.8874], [-0.5762, 1.0215, -2.1284], [-0.2029, 2.6982, -2.8111], [-0.7465, 3.0324, -4.1991], [1.3060, 2.9491, -2.7258], [-2.2482, 0.5628, -2.7533], [-3.3198, 1.4986, -2.1926], [-2.5589, -0.8991, -2.4346], [0.9296, 0.4847, 5.6257], [0.7178, 1.4066, 4.1337], [2.2739, 0.6557, 4.5028], [1.2893, -1.5954, 4.2744], [-1.3487, -0.1189, 3.7630], [-0.9606, -1.0996, 5.1752], [-1.1422, -1.8696, 3.5961], [3.3323, -0.7409, 2.9853], [3.1753, -1.1157, -0.0502], [3.4869, -2.3835, 1.1420], [4.6700, -1.0953, 0.8879], [2.9211, 1.2956, 0.7292], [4.2928, 1.2392, 1.8391], [2.6882, 1.6887, 2.4340], [0.8440, -3.4488, 3.2704], [0.2324, -5.5986, 2.2453], [-0.2741, -5.6984, -0.1769], [-0.1304, -3.6843, -1.5661], [2.2570, -2.9336, -1.8620], [3.0259, -2.8389, -4.1837], [2.1976, -1.0751, -5.7158], [0.6249, 0.6134, -4.8769], [-0.6956, 3.3618, -2.0897], [-0.3079, 2.4023, -4.9717], [-0.4949, 4.0660, -4.4438], [-1.8292, 2.9348, -4.2603], [1.8354, 2.4252, -3.5213], [1.7328, 2.6036, -1.7797], [1.5151, 4.0154, -2.8236], [-2.1960, 0.6756, -3.8410], [-3.4158, 1.3780, -1.1118], [-4.2874, 1.2632, -2.6389], [-3.1069, 2.5489, -2.3971], [-2.5999, -1.0670, -1.3569], [-1.8100, -1.5700, -2.8561], [-3.5296, -1.1689, -2.8539], [-5.1801, 0.4982, 1.6944], [-4.1737, -0.4154, 1.3868], [-2.8773, 0.0202, 1.2273], [-2.5453, 1.3795, 1.4028], [-3.5750, 2.2935, 1.7056], [-4.8746, 1.8482, 1.8414], [-1.2481, 1.7445, 1.1703], [-0.6896, 2.8897, 1.7146], [-1.0509, 3.3944, 2.9742], [-0.3816, 4.4841, 3.4988], [0.6441, 5.0945, 2.7859], [1.0129, 4.5989, 1.5401], [0.3619, 3.5011, 1.0141], [-6.2015, 0.1605, 1.8051], [-4.4090, -1.4644, 1.2664], [-2.0916, -0.6947, 0.9916], [-3.3523, 3.3495, 1.7741], [-5.6626, 2.5588, 2.0514], [-1.8207, 2.8991, 3.5512], [-0.6531, 4.8552, 4.4781], [1.1598, 5.9482, 3.2042], [1.8089, 5.0730, 0.9814], [0.6252, 3.1199, 0.0344]],
  "relative_energy_kcal_mol": 4.0,
  "e_lumo_ha": [-0.0686, -0.1794],
  "energy_ha": -3574.2158,
  "gap_ev": [7.83, 4.85],
  "fmax_ev_per_a": 0.32,
  "homo_energy_ev": [-9.691, -9.737],
  "multiplicity": 5,
  "s_squared": 6.057,
  "charge": 1
}

---

{
  "formula": "C36H46N2O24PS",
  "method": "the ωB97M-V functional and the def2-TZVPD basis",
  "symbols": ["N", "C", "C", "C", "C", "C", "C", "C", "C", "O", "O", "S", "C", "P", "O", "O", "O", "C", "C", "C", "O", "C", "C", "C", "C", "C", "C", "N", "H", "H", "H", "H", "H", "H", "H", "H", "H", "H", "H", "H", "H", "H", "H", "H", "H", "H", "H", "H", "H", "H", "C", "C", "O", "C", "O", "O", "H", "H", "H", "H", "C", "C", "O", "C", "O", "O", "H", "H", "H", "H", "C", "C", "O", "C", "O", "O", "H", "H", "H", "H", "C", "C", "O", "C", "O", "O", "H", "H", "H", "H", "C", "C", "O", "C", "O", "O", "H", "H", "H", "H", "C", "C", "O", "C", "O", "O", "H", "H", "H", "H"],
  "coordinates": [[5.0252, -0.6518, 3.5524], [5.1114, 0.0614, 2.2518], [4.2967, -0.8270, 1.1628], [2.8230, -0.2969, 0.9999], [1.7869, -1.0260, 1.9741], [0.4205, -0.2724, 1.7957], [-0.3219, 0.3578, 2.8745], [-1.5866, 1.0791, 2.6053], [-2.4016, 1.7490, 3.7529], [-3.4250, 1.2145, 4.0667], [-2.0621, 2.9319, 4.3995], [-0.4118, 3.0409, 4.7727], [-2.0707, 1.1184, 1.1937], [-3.6158, 1.9906, 0.6591], [-4.7279, 1.0282, 0.3996], [-4.1602, 3.0609, 1.7984], [-3.3894, 2.9002, -0.7293], [-1.2680, 0.4197, 0.1745], [-1.6650, 0.3288, -1.3359], [-1.8135, -1.2407, -1.6449], [-1.3608, -1.7547, -2.6307], [-2.5885, -2.0928, -0.5765], [-4.0469, -2.3048, -0.6495], [-4.7688, -3.0957, 0.3382], [-4.0964, -3.7509, 1.4685], [-2.6372, -3.5315, 1.5643], [-1.9080, -2.7288, 0.5688], [-0.0828, -0.2161, 0.5100], [5.8747, -0.4134, 4.0907], [5.0836, -1.6588, 3.3840], [4.6899, 1.0975, 2.2653], [6.1660, 0.1318, 1.8761], [4.8405, -0.6748, 0.1651], [4.3489, -1.9225, 1.4067], [2.4945, -0.3875, -0.0813], [2.8292, 0.8108, 1.2154], [2.2021, -0.9234, 3.0069], [1.6348, -2.0891, 1.6549], [0.0775, 0.3168, 3.9097], [0.1204, 3.6147, 3.6274], [-5.0954, 2.8793, 2.0075], [-2.4846, 3.2718, -0.7388], [-0.8242, 0.7119, -1.9687], [-2.6660, 0.7679, -1.5637], [-4.6433, -1.8420, -1.4686], [-5.8772, -3.2393, 0.2591], [-4.6577, -4.3761, 2.2013], [-2.1305, -4.0085, 2.4376], [-0.8131, -2.6169, 0.7495], [0.4446, -0.6890, -0.2354], [9.0877, -2.0840, 0.9842], [9.3477, -3.0276, 2.1209], [9.2094, -2.1861, 3.2668], [8.4245, -1.1407, 2.9077], [7.9762, -0.3404, 3.6743], [8.2122, -1.1190, 1.5673], [8.6170, -2.5732, 0.1369], [9.9945, -1.5773, 0.6435], [8.6075, -3.8289, 2.1778], [10.3425, -3.4686, 2.0791], [-2.8279, 1.9234, -4.1283], [-3.8811, 2.3599, -5.1059], [-3.2473, 3.4387, -5.7925], [-1.9054, 3.2595, -5.6784], [-1.0885, 3.8862, -6.2726], [-1.6150, 2.2640, -4.7899], [-2.8691, 0.8536, -3.9205], [-2.8802, 2.4724, -3.1833], [-4.1317, 1.5803, -5.8256], [-4.7924, 2.6929, -4.6161], [-9.0800, 3.1571, -5.6319], [-9.2054, 2.6762, -4.2137], [-8.3235, 1.5567, -4.1805], [-7.4119, 1.7310, -5.1722], [-6.4341, 1.0617, -5.3135], [-7.7545, 2.7650, -5.9817], [-9.2027, 4.2357, -5.7207], [-9.7838, 2.6635, -6.3061], [-8.8627, 3.4179, -3.4876], [-10.2222, 2.3783, -3.9613], [5.0313, 4.1328, 0.3823], [5.8526, 4.2251, -0.8727], [6.4583, 2.9373, -0.9494], [5.6768, 2.0773, -0.2504], [5.8114, 0.8918, -0.2546], [4.7199, 2.7420, 0.4543], [4.1234, 4.7328, 0.3332], [5.5953, 4.4150, 1.2746], [5.2403, 4.3815, -1.7643], [6.6080, 5.0079, -0.8213], [-7.2671, -0.5427, 4.6981], [-6.4852, -0.3900, 3.4233], [-5.8562, -1.6602, 3.2846], [-6.6032, -2.5592, 3.9788], [-6.4472, -3.7399, 3.9305], [-7.5481, -1.9392, 4.7315], [-8.1881, 0.0391, 4.6966], [-6.6822, -0.2788, 5.5829], [-7.1267, -0.2166, 2.5553], [-5.7440, 0.4064, 3.4798], [5.4618, -4.4843, -2.6085], [6.0764, -3.1126, -2.5820], [6.8849, -3.1521, -1.4094], [7.1726, -4.4584, -1.1599], [7.9653, -4.8287, -0.3500], [6.4422, -5.2834, -1.9521], [5.2826, -4.8430, -3.6211], [4.5276, -4.5365, -2.0430], [6.7168, -2.9233, -3.4468], [5.3312, -2.3207, -2.5142]],
  "e_lumo_ha": -0.1758,
  "energy_ha": -4053.9926,
  "gap_ev": 6.13,
  "fmax_ev_per_a": 4.26,
  "homo_energy_ev": -10.912,
  "charge": 1
}